1.
C36H66N6O24 | the ωB97M-V functional and the def2-TZVPD basis

```
132
C36H66N6O24, DFT the ωB97M-V functional and the def2-TZVPD basis
O -1.86456 -3.73146 3.56328
C -1.32668 -2.69177 3.74195
O -0.23023 -2.54921 4.48997
C 0.20278 -1.16731 4.47163
C -1.14063 -0.44058 4.09089
O -1.86453 -1.50589 3.44368
H 0.53698 -0.97795 5.45131
H 1.02317 -1.04878 3.72980
H -0.86541 0.25235 3.30634
H -1.65488 0.02212 4.95723
O -4.24635 3.54986 -0.03109
C -4.96385 3.10635 -0.81457
O -4.99961 1.74207 -1.06836
C -6.20715 1.47070 -1.81190
C -6.61468 2.82923 -2.32800
O -5.85589 3.73353 -1.54457
H -6.03451 0.75491 -2.63614
H -6.98709 0.94590 -1.17593
H -7.67037 3.01420 -2.27239
H -6.34686 3.00054 -3.37521
O 2.82205 -2.53849 2.54710
C 2.34977 -3.50996 2.01425
O 2.97619 -4.31736 1.15123
C 2.16925 -5.47219 0.84224
C 0.86729 -5.23938 1.58136
O 1.14442 -4.06147 2.35138
H 2.09222 -5.44248 -0.26022
H 2.66484 -6.38992 1.24563
H 0.68472 -6.14168 2.26085
H -0.00688 -5.09733 0.97136
O -0.08372 2.66760 4.54201
C -0.87216 2.88263 3.64709
O -0.58086 2.93690 2.38414
C -1.73129 3.06438 1.51439
C -2.79863 3.37385 2.59883
O -2.13968 3.21238 3.86688
H -1.40333 3.79293 0.77145
H -1.88129 2.11072 0.98970
H -3.63468 2.74733 2.55814
H -3.20543 4.38573 2.54609
O 0.29767 -5.36785 -1.40935
C -0.52767 -4.79233 -2.06302
O -1.19938 -3.65876 -1.72508
C -2.20524 -3.35021 -2.73640
C -1.61369 -4.11512 -3.86577
O -0.99297 -5.25574 -3.27069
H -3.19876 -3.65761 -2.34894
H -2.18978 -2.25866 -3.03824
H -0.82269 -3.50128 -4.28264
H -2.25869 -4.53425 -4.62888
O -5.74968 -2.70870 -1.71176
C -5.40872 -2.63590 -0.57402
O -4.11479 -2.61346 -0.26521
C -3.94369 -2.51754 1.15807
C -5.36291 -2.94763 1.67146
O -6.17807 -2.68942 0.46769
H -3.17869 -3.15518 1.62402
H -3.73541 -1.37432 1.43850
H -5.79730 -2.39375 2.52951
H -5.46862 -4.03047 1.76461
C 5.29656 2.24841 -1.36038
N 5.75425 1.13068 -0.64099
C 5.06820 -0.05960 -0.56959
C 5.61219 -1.29159 0.11948
O 3.91640 -0.11170 -1.12051
H 4.60835 2.82856 -0.69533
H 4.74331 1.98452 -2.30270
H 6.05477 2.98901 -1.61881
H 6.57012 1.14056 -0.05812
H 5.47068 -2.10891 -0.59701
H 4.85741 -1.51394 0.84538
H 6.54755 -1.24289 0.59618
C -1.74854 1.57431 -5.72676
N -2.94395 1.92565 -6.47817
C -4.13861 2.10499 -5.91912
C -5.28121 2.69190 -6.79466
O -4.44288 1.94231 -4.72795
H -1.65034 0.53983 -5.39296
H -1.52386 2.23618 -4.88058
H -0.92100 1.55228 -6.43489
H -2.89794 2.22080 -7.42105
H -5.08061 2.69480 -7.88636
H -5.46516 3.75310 -6.52354
H -6.17654 2.17691 -6.55785
C 0.96626 1.59787 -3.13449
N 1.77108 0.40864 -3.15065
C 1.20256 -0.77237 -3.29660
C 2.09747 -1.92683 -3.20353
O 0.00144 -1.01612 -3.52932
H 1.32599 2.21030 -2.30090
H -0.07522 1.31497 -2.90599
H 1.01369 2.15066 -4.07396
H 2.68106 0.52072 -2.77110
H 2.28967 -2.48843 -4.10096
H 1.55644 -2.53178 -2.46229
H 3.08427 -1.71056 -2.65624
C 2.84850 4.33229 3.96577
N 2.81890 3.04355 3.37783
C 3.16492 2.92584 2.04808
C 2.95659 1.59732 1.36525
O 3.64002 3.85739 1.47183
H 3.88431 4.69077 4.10136
H 2.34234 4.45714 4.90979
H 2.31710 5.07592 3.32978
H 2.11219 2.43343 3.71291
H 3.81752 1.25674 0.77254
H 2.12902 1.79910 0.72207
H 2.56180 0.88129 2.09529
C 4.80491 -0.28660 4.52348
N 5.48402 1.03934 4.62762
C 6.30094 1.48963 3.66034
C 6.75041 2.98546 3.87244
O 6.50400 0.86110 2.66646
H 3.84755 -0.32123 5.11258
H 5.54409 -1.05112 4.90090
H 4.55768 -0.55552 3.53085
H 5.06232 1.68424 5.28990
H 6.07353 3.52315 3.29085
H 7.81183 3.25678 3.63905
H 6.58424 3.26612 4.92041
C -2.66942 -0.02852 -1.17884
N -1.49117 -0.83067 -0.84895
C -0.79863 -0.62901 0.28595
C 0.58639 -1.20335 0.20338
O -1.23825 0.06807 1.24697
H -3.16410 0.39912 -0.30344
H -3.42613 -0.55319 -1.69414
H -2.38145 0.79777 -1.85790
H -0.89724 -1.10058 -1.66522
H 1.01106 -1.16681 -0.82026
H 0.52979 -2.24132 0.53427
H 1.20325 -0.63165 0.87749
```

**SMILES string**: O=C1OCCO1.O=C1OCCO1.O=C1OCCO1.O=C1OCCO1.O=C1OCCO1.O=C1OCCO1.CNC(C)=O.CNC(C)=O.CNC(C)=O.CNC(C)=O.CNC(C)=O.CNC(C)=O
**LUMO level**: 0.39 eV
**Energy above the lowest of the compared OMol25 structures with the same formula, charge and spin**: 0.641 eV
**Energy**: -96485.450 eV
**Orbital gap**: 0.3506 hartree
**Highest occupied orbital energy**: -9.2 eV
**Molar mass**: 966.94 g/mol



2.
C36H67Cl14FN2O3SSi | the ωB97M-V functional and the def2-TZVPD basis

```
125
C36H67Cl14FN2O3SSi, DFT the ωB97M-V functional and the def2-TZVPD basis
C -1.52375 7.62511 2.28319
C -0.60952 8.74299 1.87403
O 0.01572 9.33540 2.70065
N -0.48986 9.08179 0.51524
C -1.04477 8.09967 -0.42720
C -0.70679 8.42573 -1.87063
C -1.60894 7.62919 -2.83026
C -1.83841 6.20135 -2.34211
N -2.43581 5.29937 -3.37934
C -2.66421 3.95633 -2.70153
C -2.36308 2.79470 -3.62485
C -0.84414 2.60329 -3.85080
C -0.42579 1.15533 -3.64692
C -0.36399 0.73842 -2.15993
C 0.91770 -0.07814 -1.94192
C 1.13227 -0.52056 -0.50253
C 2.54296 -1.13348 -0.29279
Si 3.43965 -0.66372 1.29287
C 3.29175 1.16829 1.68022
C 5.26200 -1.06252 1.02295
C 2.83741 -1.71954 2.73532
C 1.48172 -1.99060 2.97183
C 1.08803 -2.80466 4.04127
C 2.04221 -3.36939 4.89497
C 3.39330 -3.08943 4.69654
C 3.78193 -2.26839 3.62175
S -3.90447 5.93825 -3.82701
O -4.61649 6.48536 -2.72044
O -3.75778 6.70695 -5.00784
F -4.64078 4.63526 -4.22537
H -2.45800 7.62965 1.72879
H -1.75223 7.69543 3.33774
H -1.07005 6.65839 2.08061
H -0.91211 9.99454 0.38751
H -2.13200 8.07178 -0.35594
H -0.61931 7.13773 -0.16460
H -0.93032 9.47722 -2.04035
H 0.34120 8.26616 -2.10391
H -2.56025 8.14340 -2.92302
H -1.13981 7.55144 -3.80595
H -0.87114 5.76530 -2.11382
H -2.48552 6.16201 -1.47174
H -1.94626 3.92225 -1.89001
H -3.64017 3.89293 -2.22657
H -2.86783 2.90629 -4.57911
H -2.74331 1.89460 -3.14530
H -0.28526 3.25739 -3.18234
H -0.59862 2.93615 -4.85663
H -1.14191 0.53037 -4.17225
H 0.54239 0.94295 -4.09217
H -0.41053 1.58416 -1.47542
H -1.18479 0.06722 -1.91701
H 1.75256 0.54933 -2.25849
H 0.86175 -0.92942 -2.61974
H 0.37476 -1.25626 -0.24515
H 1.02210 0.36560 0.12185
H 3.18011 -0.81182 -1.11851
H 2.46053 -2.21517 -0.35719
H 2.24100 1.43981 1.75078
H 3.71457 1.33004 2.66984
H 3.80622 1.79195 0.95696
H 5.65027 -0.54754 0.14985
H 5.82513 -0.76570 1.90599
H 5.41283 -2.12741 0.87689
H 0.73710 -1.56857 2.31035
H 0.04871 -3.01994 4.23772
H 1.73019 -4.01618 5.69957
H 4.15335 -3.50164 5.34311
H 4.83765 -2.07541 3.50200
Cl -1.37079 -1.98654 7.90851
C -0.45654 -0.46269 8.05115
C -0.71262 0.47211 6.89840
Cl -0.04640 -0.14899 5.37036
H 0.59673 -0.71973 8.13003
H -0.77203 0.01275 8.97915
H -0.22722 1.42840 7.09176
H -1.77589 0.64596 6.75297
Cl 0.89089 2.90422 4.64552
C 1.80327 4.43006 4.79687
C 1.43341 5.42639 3.73379
Cl 1.94986 4.91830 2.10426
H 2.86211 4.18592 4.77337
H 1.56366 4.85077 5.77215
H 1.91523 6.38095 3.93766
H 0.35977 5.57840 3.70699
Cl -3.18799 -1.07266 -3.30656
C -4.28810 -1.38259 -4.67484
C -3.61449 -2.16883 -5.76538
Cl -2.34307 -1.22092 -6.58802
H -4.64920 -0.42338 -5.03768
H -5.13402 -1.94550 -4.28399
H -4.34584 -2.44482 -6.52375
H -3.16155 -3.07246 -5.37395
Cl -4.10168 -5.07584 -4.09223
C -3.62383 -6.24330 -5.35762
C -3.27700 -7.59200 -4.78725
Cl -1.77911 -7.54726 -3.82410
H -2.78578 -5.81684 -5.90396
H -4.46931 -6.33948 -6.03659
H -3.11267 -8.29722 -5.60023
H -4.07276 -7.97028 -4.15053
Cl -0.77912 -9.50945 -6.52760
C -1.32245 -11.14842 -6.09384
C -2.25904 -11.72477 -7.12267
Cl -3.82306 -10.86578 -7.15516
H -1.79364 -11.09411 -5.11511
H -0.43244 -11.77029 -6.01669
H -2.47239 -12.76486 -6.88294
H -1.83176 -11.67557 -8.12044
Cl 5.88011 -2.82977 -1.92852
C 5.39294 -4.49678 -1.52657
C 4.43670 -5.08099 -2.53523
Cl 2.83737 -4.29989 -2.50876
H 4.96712 -4.48626 -0.52561
H 6.30194 -5.09586 -1.51250
H 4.27756 -6.13482 -2.31283
H 4.82996 -4.99210 -3.54450
Cl 3.08212 -2.40425 11.58703
C 1.38431 -2.82203 11.24030
C 1.26129 -3.87078 10.16627
Cl 1.76049 -3.26113 8.57044
H 0.86682 -1.90827 10.95930
H 0.95248 -3.19631 12.16678
H 0.21961 -4.17623 10.07597
H 1.86498 -4.74556 10.39297
```

**SMILES string**: CC(=O)NCCCCN(CCCCCCCC[Si](C)(C)c1ccccc1)S(=O)(=O)F.ClCCCl.ClCCCl.ClCCCl.ClCCCl.ClCCCl.ClCCCl.ClCCCl
**LUMO level**: 0.51 eV
**Energy**: -244288.448 eV
**Orbital gap**: 0.3414 hartree
**Highest occupied orbital energy**: -8.8 eV
**Molar mass**: 1151.44 g/mol